ORCA calculation (ωB97M-V/def2-TZVPD) on a structure of composition C32H37BeN3O2PSe in a non-equilibrium geometry.

Last column: Löwdin charge in e.
Cartesian coordinates (Å):
Be 1.34523 -1.12051 0.54737  -0.11
N -1.03543 -2.85577 1.15055  -0.14
P -0.45489 -2.57405 -0.42535  1.04
C -1.90227 -3.38218 -1.24441  -0.32
C -3.14854 -2.78447 -1.02016  -0.12
C -4.31139 -3.33124 -1.53591  -0.10
C -4.25382 -4.49088 -2.29958  -0.11
C -3.02650 -5.08551 -2.54046  -0.10
C -1.85924 -4.53616 -2.01884  -0.08
C 0.84830 -3.76231 -0.98590  -0.37
C 1.77061 -3.42293 -1.96700  -0.10
C 2.75045 -4.33370 -2.33600  -0.09
C 2.82798 -5.58028 -1.72618  -0.11
C 1.91671 -5.92129 -0.73848  -0.11
C 0.93299 -5.01107 -0.37291  -0.11
C -0.41747 -2.37969 2.30485  -0.38
C -0.93424 -2.71324 3.51928  -0.09
C -0.30287 -2.22073 4.71236  -0.16
C 0.81963 -1.41926 4.55588  -0.16
C 1.30930 -1.09870 3.30861  -0.16
N 0.71000 -1.56283 2.13363  -0.01
H -1.86642 -3.40652 1.28816  0.09
H -3.20445 -1.87505 -0.43051  0.10
H -5.26439 -2.85204 -1.34592  0.10
H -5.16008 -4.92251 -2.70715  0.09
H -2.97186 -5.98583 -3.14107  0.10
H -0.91972 -5.02467 -2.23876  0.09
H 1.71811 -2.44851 -2.43123  0.09
H 3.46605 -4.06420 -3.10372  0.09
H 3.60041 -6.28240 -2.01896  0.09
H 1.97147 -6.88968 -0.25452  0.09
H 0.22068 -5.27714 0.40216  0.10
H -1.81102 -3.34719 3.57083  0.08
H -0.68335 -2.46691 5.69421  0.06
H 1.32713 -1.03164 5.43254  0.08
H 2.17807 -0.47667 3.21795  0.08
O 2.24315 0.40847 1.28571  -0.05
C 2.26410 1.52654 0.78376  -0.51
C 2.99537 2.69113 1.38910  -0.08
C 4.16037 3.29147 0.56664  -0.18
C 4.20332 2.95333 -0.91361  -0.21
C 3.00173 3.41400 -1.71910  -0.18
C 1.64001 3.11368 -1.09665  -0.18
N 1.60242 1.82290 -0.43256  -0.16
H 3.37995 2.35310 2.35003  0.12
H 2.25981 3.46738 1.62047  0.10
H 5.09356 2.94102 1.01153  0.11
H 4.16511 4.37855 0.69161  0.11
H 4.33127 1.87413 -1.03306  0.12
H 5.09719 3.40772 -1.34957  0.11
H 3.05503 2.93430 -2.69964  0.11
H 3.06430 4.49251 -1.90269  0.11
H 0.87470 3.10217 -1.87251  0.12
H 1.35465 3.89218 -0.38042  0.12
H 1.09154 0.92539 -0.97775  0.07
C -3.82981 5.84820 -0.28019  -0.06
C -2.93320 4.64276 -0.13305  -0.28
C -2.84440 3.68308 -1.13498  -0.03
C -2.02204 2.57241 -1.00720  -0.30
C -1.96983 1.56491 -2.12526  -0.08
C -1.25325 2.40487 0.16257  -0.39
Se -0.11308 0.85893 0.33138  1.13
C -1.33991 3.36684 1.18275  -0.29
C -0.56932 3.27099 2.47639  -0.07
C -2.17621 4.46677 1.01444  -0.04
H -4.35389 5.83655 -1.23483  0.07
H -3.24727 6.76932 -0.22483  0.07
H -4.57600 5.87074 0.51550  0.07
H -3.43315 3.80594 -2.03903  0.11
H -2.62927 1.85968 -2.94274  0.07
H -2.27895 0.58139 -1.76992  0.06
H -0.95942 1.46800 -2.52457  0.07
H 0.05133 2.38010 2.53183  0.04
H -1.26009 3.24488 3.32039  0.08
H 0.07702 4.14483 2.59607  0.07
H -2.23844 5.20764 1.80771  0.12
O 1.83641 -0.90108 -0.79905  -0.54

Forces on the atoms, in the same order (eV/Å):
1.3833 0.5900 0.2863
0.5157 -0.4413 -0.3272
-0.4503 0.3914 -1.3523
-0.1185 0.1564 0.3679
-0.0724 0.0123 -0.0356
-0.0149 -0.0095 -0.0164
-0.0418 -0.0159 -0.0137
-0.0166 0.0649 -0.0554
-0.0681 -0.0880 -0.2336
-0.4256 -0.7068 1.0795
-0.1278 0.0736 -0.3166
-0.0433 -0.1113 -0.0635
0.0497 0.0333 -0.0256
-0.0321 -0.0318 0.0452
0.1422 -0.0687 -0.0300
0.5767 0.5206 0.2177
0.3146 0.2490 0.4472
-0.4645 -0.2920 0.0044
0.2749 0.2109 -0.2882
-0.4011 -0.3582 0.7172
-0.5563 -0.9282 -1.3371
0.1377 -0.2428 0.1385
0.0548 -0.0067 0.0083
0.0063 0.0075 0.0019
0.0012 -0.0007 0.0078
0.0175 -0.0031 0.0083
0.0558 0.0533 0.1072
0.0649 0.1202 0.2095
-0.0014 0.0080 0.0040
0.0083 0.0128 0.0111
0.0020 0.0106 0.0066
0.0111 0.0409 0.0139
0.0028 -0.0227 -0.0442
-0.0393 -0.0314 -0.0312
0.0804 0.0361 -0.0689
0.0476 -0.0202 -0.1813
0.9747 1.4124 0.4243
1.0775 0.2846 -2.2361
0.0835 0.1700 0.4165
0.1236 0.0498 0.1597
0.0968 -0.2233 -0.0338
-0.0381 0.1145 -0.4367
0.0833 -0.0229 0.5764
2.4542 -0.8408 -0.4478
-0.0789 -0.0663 0.0222
-0.0766 -0.0254 -0.1074
0.0160 -0.0142 -0.0127
-0.0791 0.0071 0.0195
-0.1312 -0.0235 0.0414
0.0320 -0.0125 0.0271
-0.0213 0.0022 -0.0121
-0.0450 0.0071 0.0460
-0.0968 0.0050 0.0722
-0.0019 0.0525 -0.0653
2.9743 0.9893 0.2449
0.1198 -0.1529 0.0222
-0.1230 0.1317 -0.0649
0.0123 0.0477 0.0760
0.0426 -0.0294 -0.0865
-0.1275 0.1361 0.0121
0.1562 -0.1705 -0.0001
-7.8018 -0.6529 1.6914
0.0549 0.0458 0.0514
0.0254 0.0004 -0.0527
-0.0022 -0.0383 -0.0488
-0.0134 -0.0057 -0.0301
-0.0429 0.0584 0.0215
-0.0268 0.0679 0.0122
0.0043 -0.0166 -0.0022
-0.0361 0.0548 0.0096
0.1408 -0.0775 -0.0199
0.0209 -0.1388 0.0258
-0.0526 -0.0668 -0.0430
0.0125 0.0366 0.0534
-0.0310 0.0392 0.0596
0.0128 -0.0171 0.0106
-0.5659 -0.3302 0.3425

The value obtained for the HOMO energy (spin up / spin down) is -2.9407 / -1.3093 eV. As for the LUMO energy (spin up / spin down): 2.5 / 2.5 eV. The calculation puts the frontier orbital gap (spin up / spin down) at 0.1992 / 0.1389 Ha. Its charge is -1. The calculation puts the relative energy (zero: lowest compared OMol25 entry of this formula, charge and spin) at 6.500 eV.